Record 1
C24H48N7O5PSTi as an isolated structure in a non-equilibrium geometry, computed with the ωB97M-V functional and the def2-TZVPD basis.

The geometry in ORCA input format:
```
! RIJCOSX wB97M-V def2-TZVPD def2/J DEFGRID3
* xyz 1 2
Ti 1.343 0.249 0.522
C 4.018 1.935 1.591
N 3.536 1.252 0.378
C 3.597 2.221 -0.742
C 4.440 0.111 0.103
C 3.878 -0.808 -0.949
N 2.658 -1.530 -0.496
C 2.086 -2.164 -1.699
C 3.024 -2.575 0.478
H 5.040 2.296 1.435
H 4.004 1.248 2.433
H 3.367 2.780 1.800
H 4.638 2.478 -0.964
H 3.058 3.119 -0.451
H 3.126 1.816 -1.634
H 4.586 -0.425 1.042
H 5.426 0.473 -0.209
H 4.639 -1.534 -1.254
H 3.602 -0.241 -1.838
H 2.856 -2.737 -2.224
H 1.670 -1.409 -2.361
H 1.296 -2.854 -1.410
H 3.860 -3.177 0.109
H 2.169 -3.228 0.636
H 3.295 -2.147 1.442
O 1.600 0.453 2.408
N 1.102 1.367 3.254
C 1.100 1.041 4.569
C 0.641 1.937 5.480
C 0.180 3.181 5.012
C 0.181 3.465 3.677
C 0.646 2.529 2.724
S 0.665 2.731 1.036
H 1.475 0.053 4.785
H 0.640 1.677 6.528
H -0.183 3.919 5.715
H -0.181 4.412 3.301
C -0.107 3.908 -3.492
C -0.632 2.499 -3.635
C -1.942 2.439 -4.392
C 0.409 1.586 -4.258
O -0.947 2.083 -2.248
P -0.724 0.679 -1.618
O -1.223 -0.473 -2.393
O 0.813 0.566 -1.256
O -1.381 0.821 -0.197
C -2.817 0.865 0.130
C -3.516 1.894 -0.739
C -2.830 1.280 1.587
C -3.412 -0.512 -0.052
H 0.067 4.341 -4.479
H 0.834 3.910 -2.939
H -0.822 4.534 -2.958
H -1.782 2.719 -5.435
H -2.671 3.125 -3.957
H -2.350 1.426 -4.367
H 0.644 1.971 -5.252
H 0.048 0.561 -4.363
H 1.330 1.577 -3.673
H -3.014 2.858 -0.668
H -4.544 2.002 -0.389
H -3.548 1.595 -1.789
H -2.449 2.296 1.700
H -2.209 0.605 2.179
H -3.850 1.238 1.973
H -3.236 -0.888 -1.061
H -4.489 -0.459 0.117
H -2.995 -1.212 0.677
C -3.421 -3.957 -0.663
C -2.867 -4.712 0.541
C -3.453 -4.202 1.852
C -1.347 -4.715 0.563
N -0.741 -3.410 0.936
C -0.557 -2.308 0.235
N 0.060 -1.433 0.992
N 0.267 -2.035 2.196
N -0.186 -3.229 2.161
H -4.503 -4.075 -0.726
H -2.995 -4.318 -1.602
H -3.224 -2.886 -0.591
H -3.132 -5.768 0.437
H -3.224 -3.144 2.006
H -3.072 -4.751 2.716
H -4.539 -4.300 1.846
H -0.931 -4.982 -0.408
H -0.964 -5.409 1.307
H -0.906 -2.113 -0.776
*
```

Highest occupied orbital energy (alpha / beta)   -10.2 / -10.7 eV
F_max   0.0357 hartree/bohr
Relative energy (zero: lowest compared OMol25 entry of this formula, charge and spin)   0.000 eV
Electronic energy   -3291.82866 a.u.
LUMO (alpha / beta)   -2.25 / -2.18 eV

Here are the Mulliken charges for atoms 1 to 4, given in e: 0.24, -1.29, 0.71, -1.31

***

Record 2
A 6-piece molecular cluster, C24H48O12 overall in a non-equilibrium geometry, computed with the ωB97M-V functional and the def2-TZVPD basis.

The geometry in ORCA input format:
```
! RIJCOSX wB97M-V def2-TZVPD def2/J DEFGRID3
* xyz -1 2
C 0.188 -6.478 -4.968
C -1.378 -6.297 -4.955
O -1.765 -5.502 -3.901
C -2.869 -4.809 -3.762
O -3.803 -4.722 -4.548
O -2.911 -4.411 -2.540
C -4.078 -4.161 -1.772
H 0.627 -5.480 -4.963
H 0.641 -7.038 -5.786
H 0.522 -6.881 -4.011
H -1.985 -7.191 -5.094
H -1.518 -5.767 -5.897
H -3.948 -4.542 -0.759
H -4.905 -4.721 -2.206
H -4.370 -3.111 -1.814
C 3.274 6.856 2.738
C 4.164 5.663 2.397
O 3.435 4.518 2.012
C 4.050 3.295 1.892
O 5.193 3.007 2.279
O 3.231 2.490 1.215
C 3.649 1.154 0.861
H 2.823 7.385 1.899
H 3.746 7.569 3.414
H 2.440 6.613 3.396
H 4.680 5.460 3.336
H 4.834 5.973 1.595
H 3.542 1.063 -0.220
H 3.075 0.366 1.349
H 4.695 1.033 1.143
C -2.476 0.111 0.020
C -3.474 1.103 0.590
O -4.636 1.123 -0.184
C -5.629 2.032 -0.081
O -6.794 1.905 -0.492
O -5.126 3.115 0.530
C -5.842 4.232 0.828
H -2.867 -0.906 0.002
H -1.605 0.284 0.653
H -2.129 0.312 -0.994
H -2.980 2.068 0.481
H -3.700 0.922 1.641
H -5.203 5.054 1.151
H -6.626 4.097 1.573
H -6.243 4.777 -0.027
C 2.631 0.215 4.133
C 2.102 -1.019 4.927
C 1.136 -0.384 5.949
O 0.885 0.916 5.503
C 1.359 1.071 4.165
H 2.763 -0.032 3.080
H 3.490 0.633 4.658
H 2.792 -1.734 5.375
H 1.581 -1.759 4.320
H 1.793 -0.356 6.819
H 0.216 -0.924 6.173
H 1.598 2.124 4.017
H 0.693 0.845 3.332
C -0.893 -3.235 0.068
C 0.169 -2.142 -0.211
C 0.680 -1.738 1.175
O -0.264 -2.354 2.106
C -0.722 -3.556 1.590
H -0.689 -4.137 -0.509
H -1.913 -2.934 -0.170
H -0.249 -1.389 -0.879
H 0.907 -2.594 -0.873
H 0.674 -0.652 1.266
H 1.640 -2.124 1.519
H -1.558 -3.891 2.205
H -0.027 -4.372 1.787
C 0.431 1.999 -4.080
C 1.231 1.183 -3.035
C 2.527 1.907 -2.924
O 2.521 2.825 -4.054
C 1.537 2.406 -5.073
H -0.293 2.703 -3.669
H -0.069 1.348 -4.798
H 1.495 0.199 -3.424
H 0.755 0.922 -2.090
H 3.406 1.269 -3.016
H 2.617 2.434 -1.975
H 1.933 1.584 -5.669
H 1.165 3.182 -5.742
*
```

Highest occupied orbital energy (alpha / beta)   0.7 / -7.3 eV
F_max   0.0772 hartree/bohr
Electronic energy   -1845.95772 a.u.
LUMO (alpha / beta)   2.44 / 2.51 eV

Here are the Mulliken charges for atoms 1 to 4, given in e: -1.36, -0.33, 0.07, 0.14